Record 1
The following is a DFT calculation (ωB97M-V with the def2-TZVPD basis set) of a molecular structure, C45H34ClN5O8PReS2.

largest force on an atom	0.005	Eh/bohr
electronic energy	-4287.17541	hartree
2S+1	1
energy relative to the best compared isomer or geometry (same formula, charge and spin)	1.121	eV
orbital gap	6.579	eV

CARTESIAN COORDINATES (ANGSTROEM)
Re  0.9685  -0.0883  0.2421
O  6.1593  -2.8664  -0.1273
C  5.4087  -3.3418  -1.0999
O  5.8523  -4.0407  -1.9774
C  3.9547  -2.9989  -1.0714
C  3.0340  -3.4428  -1.9951
Cl  3.2121  -4.4532  -3.3442
N  1.8221  -2.9139  -1.6968
N  1.9169  -2.1132  -0.5954
C  3.1913  -2.1574  -0.2349
C  3.6193  -1.2523  0.8732
O  4.7353  -1.3483  1.3690
O  2.7053  -0.4495  1.2842
C  0.5642  -3.3896  -2.1928
C  0.2233  -4.7206  -1.9839
C  -1.0143  -5.1776  -2.4049
C  -1.9014  -4.3004  -3.0157
C  -1.5441  -2.9762  -3.2248
C  -0.2988  -2.5173  -2.8220
H  5.6446  -2.2718  0.4946
H  0.9249  -5.3836  -1.4946
H  -1.2869  -6.2131  -2.2503
H  -2.8739  -4.6527  -3.3349
H  -2.2346  -2.2917  -3.6963
H  -0.0030  -1.4879  -2.9604
O  3.4770  0.1359  -1.3586
C  2.3279  0.5530  -1.2861
C  1.9964  1.6499  -2.2895
C  2.9472  2.0845  -3.2091
C  2.6894  3.1962  -3.9890
C  1.4878  3.8864  -3.8436
C  0.5303  3.4419  -2.9479
C  0.7821  2.3088  -2.1776
P  -0.3595  1.4344  -1.0659
C  -1.4738  2.7106  -0.3357
C  -2.2487  3.5311  -1.1635
C  -3.1048  4.4780  -0.6297
C  -3.2248  4.6113  0.7486
C  -2.4946  3.7797  1.5794
C  -1.6289  2.8332  1.0412
C  -1.5485  0.7782  -2.3213
C  -2.8542  0.4576  -1.9511
C  -3.7838  0.0443  -2.8903
C  -3.4255  -0.0461  -4.2303
C  -2.1286  0.2590  -4.6110
C  -1.1959  0.6638  -3.6620
H  3.8881  1.5525  -3.2630
H  3.4272  3.5456  -4.7003
H  1.2984  4.7724  -4.4364
H  -0.3949  3.9898  -2.8493
H  -2.2149  3.4063  -2.2374
H  -3.6907  5.1037  -1.2908
H  -3.8985  5.3481  1.1668
H  -2.5913  3.8556  2.6552
H  -1.0920  2.1839  1.7159
H  -3.1627  0.5771  -0.9205
H  -4.7949  -0.1881  -2.5807
H  -4.1552  -0.3486  -4.9704
H  -1.8356  0.1931  -5.6512
H  -0.1919  0.9137  -3.9839
O  -0.1477  -2.6451  3.9870
C  -0.5963  -1.6252  4.7527
C  -1.1699  -1.9430  5.9822
C  -1.6295  -0.9414  6.8146
C  -1.5193  0.3950  6.4408
C  -0.9465  0.7110  5.2244
C  -0.4853  -0.2842  4.3614
C  0.1175  0.0776  3.0579
O  0.1740  -0.8311  2.1352
N  0.5388  1.2891  2.8954
N  1.1122  1.5147  1.6313
C  1.7711  2.6255  1.6592
S  1.7831  3.5676  3.1396
C  2.7342  4.9399  2.4306
C  3.6838  4.3637  1.4041
S  2.7175  3.2597  0.3411
H  0.1601  -2.2460  3.1464
H  -1.2302  -2.9857  6.2656
H  -2.0714  -1.2030  7.7677
H  -1.8738  1.1785  7.0964
H  -0.8383  1.7415  4.9127
H  3.2693  5.4226  3.2484
H  2.0556  5.6599  1.9730
H  4.4859  3.7962  1.8749
H  4.1126  5.1319  0.7613
O  -0.8316  -1.1553  -0.3741
N  -1.4959  -1.9076  0.5058
C  -2.5411  -1.3714  1.1522
C  -3.3041  -2.1403  1.9996
C  -2.9781  -3.4758  2.1845
C  -1.8748  -3.9924  1.5299
C  -1.1316  -3.1783  0.7028
H  -2.6954  -0.3202  0.9649
H  -4.1349  -1.6829  2.5164
H  -3.5606  -4.0955  2.8514
H  -1.5598  -5.0156  1.6720
H  -0.2368  -3.4823  0.1897

=====

Record 2
The following is a DFT calculation (ωB97M-V with the def2-TZVPD basis set) of a molecular structure, C45H35ClIN3O7PRb.

largest force on an atom	0.012	Eh/bohr
electronic energy	-3550.16859	hartree
2S+1	1
energy relative to the best compared isomer or geometry (same formula, charge and spin)	2.296	eV
total charge	-2
orbital gap	6.299	eV

CARTESIAN COORDINATES (ANGSTROEM)
Rb  -1.6896  0.5414  0.2079
O  0.6018  1.4131  -1.2289
C  -0.0367  0.3812  -3.1188
C  -2.5120  0.0003  -3.6305
N  -2.6465  -0.5863  -2.3065
C  -3.9693  -0.2844  -1.7526
C  -4.2744  1.2203  -1.6435
O  -4.8380  1.7299  -2.6272
O  -3.9458  1.8026  -0.5653
C  -2.3964  -2.0169  -2.3123
C  -2.1260  -2.6769  -0.9326
O  -2.5562  -3.8374  -0.8143
O  -1.4313  -2.0230  -0.1039
H  0.2245  1.9192  -0.4632
H  0.0643  -0.4638  -2.4355
H  0.9399  0.5362  -3.5994
H  -3.1396  -0.5298  -4.3715
H  -2.8949  1.0174  -3.5856
H  -4.0248  -0.7494  -0.7726
H  -4.7524  -0.7415  -2.3804
H  -1.4848  -2.2032  -2.8916
H  -3.2121  -2.5747  -2.8003
Cl  -1.8584  5.6636  5.4537
C  -1.2172  4.5075  4.2967
C  -0.3471  3.5016  4.7447
C  0.1527  2.5816  3.8613
C  -0.1929  2.5854  2.4665
O  0.1977  1.6725  1.6870
C  -1.0243  3.6854  2.0439
C  -1.3073  3.9432  0.6566
N  -0.7250  3.3615  -0.3188
C  -0.8849  3.7566  -1.6516
C  -1.1495  5.0777  -1.9892
C  -1.3105  5.4625  -3.3087
C  -1.1984  4.5077  -4.2945
C  -0.8917  3.1679  -4.0210
C  -0.8742  2.3066  -5.2144
C  -0.9931  0.9863  -5.3334
C  -1.0725  0.0405  -4.1760
N  -0.3678  1.4930  -2.2612
C  -0.6767  2.7841  -2.6750
C  -1.5487  4.5988  2.9703
H  -0.0813  3.4599  5.7940
H  0.8182  1.7923  4.1934
H  -2.0626  4.7210  0.4779
H  -1.2248  5.8117  -1.1971
H  -1.5270  6.4928  -3.5621
H  -1.3485  4.7941  -5.3292
H  -0.8388  2.8725  -6.1416
H  -1.0387  0.5650  -6.3326
H  -0.7931  -0.9548  -4.5364
H  -2.2039  5.3909  2.6264
I  -1.1008  -1.1712  3.3697
C  -0.5571  -3.1924  3.2239
C  -1.5093  -4.0826  3.6322
C  -1.2034  -5.4410  3.8121
C  0.0792  -5.8697  3.6510
C  1.0843  -4.9793  3.2071
C  2.4125  -5.4376  3.0697
C  3.3895  -4.6095  2.6037
C  3.0505  -3.3207  2.1672
C  1.7738  -2.8176  2.2595
P  1.3756  -1.2960  1.2189
C  2.1362  -1.9896  -0.3267
C  1.3738  -2.9558  -0.9864
C  1.8153  -3.5150  -2.1768
C  3.0191  -3.1066  -2.7371
C  3.7812  -2.1427  -2.0912
C  3.3448  -1.5915  -0.8941
C  2.6827  -0.1480  1.8160
C  3.2623  -0.2297  3.0795
C  4.1111  0.7710  3.5403
C  4.3989  1.8642  2.7406
C  3.8238  1.9585  1.4780
C  2.9639  0.9724  1.0287
C  0.7652  -3.6190  2.8881
H  -2.5084  -3.7303  3.8488
H  -1.9834  -6.1266  4.1186
H  0.3550  -6.9001  3.8446
H  2.6324  -6.4648  3.3403
H  4.4111  -4.9573  2.5052
H  3.8110  -2.7213  1.6812
H  0.4149  -3.2434  -0.5687
H  1.2067  -4.2603  -2.6749
H  3.3571  -3.5294  -3.6762
H  4.7194  -1.8132  -2.5235
H  3.9512  -0.8398  -0.4032
H  3.0399  -1.0739  3.7199
H  4.5411  0.6972  4.5329
H  5.0534  2.6486  3.1025
H  4.0186  2.8219  0.8535
H  2.4823  1.0755  0.0648
O  -3.6210  1.1524  2.2361
C  -4.4640  0.7106  1.6239

=====

Record 3
The following is a DFT calculation (ωB97M-V with the def2-TZVPD basis set) of a molecular structure, C45H36CdCl3N5O3PS at a distorted geometry.

largest force on an atom	0.057	Eh/bohr
electronic energy	-4523.59787	hartree
2S+1	1
energy relative to the best compared isomer or geometry (same formula, charge and spin)	0.000	eV
total charge	+1
orbital gap	7.078	eV

CARTESIAN COORDINATES (ANGSTROEM)
Cd  11.7986  13.1982  11.8496
O  12.6371  14.7683  18.5685
C  11.6866  14.3116  17.9450
O  10.4598  14.3001  18.2337
C  11.9961  13.5329  16.6400
C  13.2207  13.8360  15.9593
C  13.2482  13.4226  14.5757
N  12.3059  12.7845  13.9507
C  11.2099  12.3914  14.6433
C  11.0219  12.7822  15.9470
C  10.1426  11.5963  13.9591
C  9.2257  10.8487  14.7410
C  8.3779  10.0381  14.0455
C  8.3371  9.9875  12.6735
C  9.2847  10.7896  11.9940
N  10.1550  11.5635  12.6262
C  14.3644  13.8044  13.6809
C  15.6137  14.0922  14.2412
C  16.6239  14.4612  13.3296
C  16.3755  14.4875  11.9195
C  15.0987  14.2501  11.5577
N  14.1208  13.8805  12.3928
H  13.9933  14.3957  16.5146
H  10.0703  12.7383  16.4818
H  9.1926  10.8918  15.8171
H  7.6317  9.5154  14.6348
H  7.5931  9.4616  12.0603
H  9.3324  10.8126  10.9281
H  15.7456  14.1175  15.3038
H  17.6021  14.7632  13.7303
H  17.1777  14.7580  11.2153
H  14.8197  14.2935  10.5292
C  13.0063  13.3538  8.1828
P  11.7092  12.8445  9.3075
C  11.3916  11.1018  9.0022
C  12.2981  10.1728  9.5516
C  12.1702  8.7939  9.3465
C  11.1269  8.3279  8.5152
C  10.2733  9.2155  7.9016
C  10.3988  10.6063  8.1017
C  10.2465  13.7053  8.5761
C  9.0370  13.5693  9.3476
C  7.8546  14.0829  8.8151
C  7.8573  14.7892  7.6038
C  9.0592  15.0072  6.9189
C  10.2101  14.4058  7.3704
H  13.2199  14.4429  8.2555
H  12.6742  13.1469  7.1050
H  13.8654  12.7483  8.3641
H  13.0526  10.5664  10.2192
H  12.8366  8.1378  9.8737
H  11.0203  7.2144  8.4559
H  9.4969  8.8610  7.3171
H  9.7714  11.3039  7.5466
H  9.0983  13.1275  10.3156
H  6.9278  13.9222  9.3329
H  6.9001  15.1700  7.2493
H  9.0696  15.6526  6.0442
H  11.1650  14.5970  6.8170
Cl  7.0076  21.7426  19.2426
C  7.6438  20.4774  18.1630
C  8.3425  19.3717  18.6374
C  8.8307  18.4505  17.7045
C  8.6556  18.6034  16.3422
C  9.1406  17.5437  15.3575
C  10.4613  17.9153  14.6748
N  10.6307  17.0501  13.5170
C  10.1752  17.3120  12.2453
C  10.3118  16.1897  11.5012
N  10.9254  15.2493  12.2538
C  11.0306  15.7436  13.4746
O  9.3616  16.2809  15.9362
C  8.2619  15.6080  16.5363
C  7.3889  15.1276  15.4069
C  6.2976  15.7586  14.9214
Cl  5.6063  17.2051  15.5232
S  5.6328  14.9934  13.5225
C  6.7273  13.7121  13.6571
C  7.6057  13.9135  14.6687
C  7.9609  19.7345  15.9349
Cl  7.8080  19.9943  14.1802
C  7.4878  20.6884  16.7782
H  8.4628  19.2695  19.6818
H  9.4281  17.5627  18.0790
H  8.4176  17.5017  14.5466
H  11.2732  17.6833  15.3790
H  10.4856  19.0601  14.4020
H  9.6859  18.2557  12.1258
H  10.0879  16.1278  10.4767
H  11.5142  15.2601  14.3310
H  7.6011  16.1755  17.2116
H  8.8639  14.8133  17.0414
H  6.6235  12.9170  12.9299
H  8.3508  13.1886  14.9126
H  7.0337  21.6101  16.4352

=====

Record 4
The following is a DFT calculation (ωB97M-V with the def2-TZVPD basis set) of a molecular structure, C45H36ClF6N3O8PS3Sr at a distorted geometry.

largest force on an atom	0.049	Eh/bohr
electronic energy	-5128.79104	hartree
2S+1	1
energy relative to the best compared isomer or geometry (same formula, charge and spin)	1.885	eV
total charge	-1
orbital gap	7.438	eV

CARTESIAN COORDINATES (ANGSTROEM)
Sr  -1.3406  -0.1637  -0.9767
F  -6.3184  -1.4650  -1.2867
C  -5.4826  -1.3078  -0.2681
F  -5.4774  -0.0289  0.1044
F  -5.9070  -2.0522  0.7601
S  -3.7882  -1.8545  -0.7258
O  -2.9859  -1.3923  0.3900
O  -3.8636  -3.2404  -1.0109
N  -3.6561  -0.8270  -1.9249
S  -3.1234  -0.4075  -3.3387
O  -3.7637  -1.0197  -4.4527
O  -1.6983  -0.1361  -3.4139
C  -3.7782  1.3334  -3.2303
F  -3.6486  1.7770  -1.9669
F  -5.0592  1.3653  -3.5818
F  -3.0973  2.1447  -4.0291
Cl  -2.3954  1.8212  1.9011
C  -1.7968  2.2238  3.4693
C  -2.0767  3.4782  3.9701
C  -1.5922  3.8255  5.2220
C  -0.8440  2.9094  5.9424
C  -0.5875  1.6464  5.4126
C  -1.0657  1.2744  4.1577
P  -0.7415  -0.3448  3.3244
C  0.4448  -1.1228  4.5013
C  1.7999  -0.8639  4.2816
C  2.7686  -1.3865  5.1281
C  2.3961  -2.1930  6.1945
C  1.0528  -2.4712  6.4118
C  0.0821  -1.9371  5.5730
C  -2.2953  -1.2437  3.6950
C  -3.3575  -0.7285  4.4325
C  -4.5142  -1.4779  4.6162
C  -4.6146  -2.7533  4.0778
C  -3.5575  -3.2779  3.3464
C  -2.4105  -2.5221  3.1465
H  -2.6570  4.1726  3.3756
H  -1.7962  4.8100  5.6252
H  -0.4593  3.1712  6.9201
H  -0.0081  0.9376  5.9877
H  2.0937  -0.2529  3.4327
H  3.8145  -1.1744  4.9444
H  3.1505  -2.6116  6.8490
H  0.7575  -3.1062  7.2380
H  -0.9637  -2.1559  5.7510
H  -3.2908  0.2647  4.8605
H  -5.3395  -1.0588  5.1783
H  -5.5210  -3.3308  4.2123
H  -3.6369  -4.2602  2.8978
H  -1.6083  -2.9201  2.5343
C  3.2409  -0.2822  0.7766
C  3.8204  0.9593  0.5362
C  3.0810  1.9241  -0.1303
C  1.7593  1.6599  -0.5097
C  1.1157  0.4384  -0.2430
C  1.9325  -0.5241  0.3810
C  1.0011  2.7505  -1.1888
C  1.6721  3.5628  -2.1517
C  1.0255  4.5940  -2.7464
C  -0.2963  4.9022  -2.3554
C  -1.0129  6.0085  -2.8666
C  -2.2674  6.2949  -2.4081
C  -2.8492  5.4861  -1.4098
C  -2.1839  4.3998  -0.9173
C  -0.8958  4.0592  -1.3940
N  -0.2642  2.9612  -0.8716
H  3.8110  -1.0595  1.2838
H  4.8320  1.1725  0.8611
H  3.5237  2.9016  -0.3091
H  1.5225  -1.5126  0.5859
H  2.6878  3.3107  -2.4234
H  1.5113  5.1986  -3.5056
H  -0.5429  6.6323  -3.6193
H  -2.8100  7.1468  -2.7976
H  -3.8348  5.7298  -1.0314
H  -2.6154  3.7826  -0.1429
C  6.1462  -1.1353  -1.1364
C  5.3437  -1.4489  -2.3711
C  5.7046  -2.5161  -3.1874
C  4.9746  -2.8271  -4.3231
C  3.8781  -2.0473  -4.6545
C  3.4995  -0.9713  -3.8575
C  4.2252  -0.6845  -2.7115
S  2.9390  -2.4459  -6.0974
O  3.7598  -3.2960  -6.9153
O  2.4115  -1.2124  -6.6005
N  1.6788  -3.3524  -5.6335
C  0.5913  -2.7951  -4.7991
C  0.6915  -3.0881  -3.2997
C  -0.7089  -3.0259  -2.6477
O  -1.6687  -3.4159  -3.2977
O  -0.7441  -2.4840  -1.4755
H  7.1762  -1.4777  -1.2417
H  5.7169  -1.6290  -0.2623
H  6.1516  -0.0644  -0.9335
H  6.5769  -3.1095  -2.9344
H  5.2632  -3.6473  -4.9670
H  2.6466  -0.3641  -4.1353
H  3.9167  0.1363  -2.0730
H  1.9397  -4.3122  -5.4549
H  -0.3609  -3.1822  -5.1539
H  0.5832  -1.7217  -4.9848
H  1.3249  -2.3716  -2.7768
H  1.1370  -4.0750  -3.1365

=====

2S+1 of number 3 (C45H36CdCl3N5O3PS)? 1

=====

Among the records above, which one has the highest electronic energy? C45H35ClIN3O7PRb

=====

Which of these has the lowest largest force on an atom? C45H34ClN5O8PReS2